(a)
Density functional theory data (ωB97M-V with the def2-TZVPD basis set) for a cluster of 2 separate species, C2H7NO in total.

Structure (ORCA input):
```
! RIJCOSX wB97M-V def2-TZVPD def2/J DEFGRID3
* xyz 0 1
H -1.25 -2.66 -0.89
N 1.83 1.50 0.83
H 0.55 -1.13 -0.01
O -0.70 0.53 -0.37
H -2.33 -1.71 0.23
H 0.12 0.90 -0.01
H 2.39 0.72 0.72
H 2.28 2.11 0.34
C -0.40 -0.79 -0.40
H 2.10 1.80 1.81
C -1.43 -1.67 -0.45
*
```

Computed properties:
molecular weight	61.08	g mol⁻¹
SMILES string	C=CO.N

Partial charges, natural (NBO), in e: 0.19 -1.04 0.17 -0.68 0.22 0.50 0.35 0.35 0.14 0.36 -0.57



(b)
Density functional theory data (ωB97M-V with the def2-TZVPD basis set) for a cluster of 2 separate species, C2H7NO in total.

Structure (ORCA input):
```
! RIJCOSX wB97M-V def2-TZVPD def2/J DEFGRID3
* xyz 0 1
H -2.93 0.07 0.96
C -2.17 -0.57 0.45
O -2.21 -0.85 -0.71
H -1.56 -1.07 1.23
H -0.12 -0.12 0.63
H 2.53 -0.18 -0.90
H 1.02 0.16 -1.69
N 0.86 0.04 0.45
H 1.12 0.68 1.20
C 1.56 0.39 -0.76
H 1.91 1.43 -0.86
*
```

Computed properties:
molecular weight	61.08	g mol⁻¹
SMILES string	C=O.CN

Partial charges, natural (NBO), in e: 0.10 0.26 -0.47 0.11 0.36 0.18 0.20 -0.86 0.35 -0.41 0.18



(c)
Density functional theory data (ωB97M-V with the def2-TZVPD basis set) for a cluster of 2 separate species, C2H7NO in total.

Structure (ORCA input):
```
! RIJCOSX wB97M-V def2-TZVPD def2/J DEFGRID3
* xyz 0 1
H -1.44 -2.31 -0.98
O 1.41 1.29 3.82
H 0.87 0.36 -2.35
H -1.64 -0.16 -0.84
C -0.72 -0.44 -1.21
H 1.34 2.20 4.13
H -0.22 -2.10 -2.30
H 0.59 1.15 3.34
C 0.22 0.55 -1.42
H 0.42 1.21 -0.57
N -0.82 -1.75 -1.61
*
```

Computed properties:
molecular weight	61.08	g mol⁻¹
SMILES string	C=CN.O

Partial charges, natural (NBO), in e: 0.40 -0.93 0.19 0.17 0.04 0.47 0.39 0.47 -0.59 0.23 -0.83



(d)
Density functional theory data (ωB97M-V with the def2-TZVPD basis set) for a cluster of 2 separate species, C2H7NO in total.

Structure (ORCA input):
```
! RIJCOSX wB97M-V def2-TZVPD def2/J DEFGRID3
* xyz 0 1
C -1.68 0.28 -0.08
N -0.51 -0.15 -0.05
H -1.92 1.30 -0.48
H -0.62 -1.37 1.78
O 2.03 2.00 -0.96
C -0.18 -1.34 0.77
H 2.43 1.89 -1.83
H 2.45 1.25 -0.53
H 0.93 -1.33 0.95
H -0.34 -2.27 0.16
H -2.59 -0.26 0.26
*
```

Computed properties:
molecular weight	61.08	g mol⁻¹
SMILES string	C=NC.O

Partial charges, natural (NBO), in e: -0.04 -0.40 0.17 0.20 -0.92 -0.46 0.46 0.46 0.20 0.20 0.13



(d) has the most favorable energy; the next structure is 9.9 kcal/mol above.



(a)
Density functional theory data (ωB97M-V with the def2-TZVPD basis set) for the molecule C3H7NS.

Structure (ORCA input):
```
! RIJCOSX wB97M-V def2-TZVPD def2/J DEFGRID3
* xyz 0 1
H -0.27 -1.25 -1.51
N 1.12 1.35 0.21
C -0.03 -0.62 -0.58
H 0.47 1.62 0.90
C 0.94 -1.23 0.45
H 2.07 0.04 -0.98
H 0.93 1.86 -0.71
H -1.79 -0.60 1.48
H 1.52 -2.17 0.06
S -1.54 0.17 -0.02
H 0.85 -1.09 1.51
C 1.26 0.08 -0.20
*
```

Computed properties:
molecular weight	89.16	g mol⁻¹
SMILES string	N[C@H]1C[C@H]1S

Partial charges, natural (NBO), in e: 0.24 -0.82 -0.44 0.38 -0.42 0.19 0.37 0.14 0.24 -0.06 0.22 -0.04



(b)
Density functional theory data (ωB97M-V with the def2-TZVPD basis set) for the molecule C3H7NS.

Structure (ORCA input):
```
! RIJCOSX wB97M-V def2-TZVPD def2/J DEFGRID3
* xyz 0 1
H 2.51 0.12 -0.75
S -2.95 0.36 1.59
H -1.91 0.89 -0.60
N -0.53 -0.17 0.41
H 0.18 -1.37 -1.08
C 0.18 -0.39 -0.68
C -1.67 0.55 0.40
H 0.06 0.34 -1.51
H -0.22 -0.74 1.33
H 1.10 0.98 0.34
C 1.58 0.09 -0.09
H 1.66 -0.66 0.64
*
```

Computed properties:
molecular weight	89.16	g mol⁻¹
SMILES string	CCNC=S

Partial charges, natural (NBO), in e: 0.22 -0.24 0.19 -0.58 0.20 -0.22 0.00 0.21 0.42 0.22 -0.60 0.18



(c)
Density functional theory data (ωB97M-V with the def2-TZVPD basis set) for a structure of composition C3H7NS.

Structure (ORCA input):
```
! RIJCOSX wB97M-V def2-TZVPD def2/J DEFGRID3
* xyz 0 1
H -0.76 -0.47 1.21
H 0.76 0.90 -1.11
H 0.91 -1.81 1.67
N -1.32 0.88 -0.98
C 0.08 -0.14 0.50
H 2.00 -0.80 0.14
C -0.16 0.27 -1.06
C 1.32 -0.69 1.04
S 1.06 0.90 1.73
H 0.11 -0.73 -1.71
H -2.36 0.10 -1.54
H -1.63 1.61 0.13
*
```

Computed properties:
molecular weight	89.16	g mol⁻¹

Partial charges, natural (NBO), in e: 0.22 0.18 0.21 -0.86 -0.27 0.22 -0.25 -0.57 0.08 0.23 0.38 0.43



(b) has the most favorable energy; the next structure is 18.2 kcal/mol above.



(a)
Density functional theory data (ωB97M-V with the def2-TZVPD basis set) for the ion C2H2ClN2O2 with charge +1.

Structure (ORCA input):
```
! RIJCOSX wB97M-V def2-TZVPD def2/J DEFGRID3
* xyz 1 1
C -2.14 0.49 -0.26
Cl 3.03 0.64 -0.47
O -0.29 -0.98 0.32
H 1.58 -1.70 0.30
N 1.42 0.27 -0.21
H -0.63 1.00 0.71
N 1.03 -0.85 0.16
O -3.08 0.90 -0.72
C -0.92 0.24 0.17
*
```

Computed properties:
molecular weight	121.50	g mol⁻¹
SMILES string	O=C=CO/[NH+]=N/Cl

Partial charges, natural (NBO), in e: 0.74 0.34 -0.20 0.45 -0.10 0.24 0.11 -0.31 -0.29



(b)
Density functional theory data (ωB97M-V with the def2-TZVPD basis set) for a cluster of 2 separate species, C2H2ClN2O2 in total.

Structure (ORCA input):
```
! RIJCOSX wB97M-V def2-TZVPD def2/J DEFGRID3
* xyz 1 1
N 0.30 -0.33 0.01
H -1.07 1.40 0.52
N 0.83 -1.44 -0.16
O -4.68 -0.34 -0.38
O -2.67 0.02 0.59
H 1.82 -1.40 -0.64
Cl -0.25 -2.78 -0.02
C -0.48 0.51 0.20
C -3.67 -0.07 0.03
*
```

Computed properties:
molecular weight	121.50	g mol⁻¹

Partial charges, natural (NBO), in e: -0.08 0.33 -0.40 -0.41 -0.59 0.48 0.27 0.36 1.05



(b) has the most favorable energy; the next structure is 66.0 kcal/mol above.



(a)
Density functional theory data (ωB97M-V with the def2-TZVPD basis set) for the ion C2H8N3O2 with charge +1.

Structure (ORCA input):
```
! RIJCOSX wB97M-V def2-TZVPD def2/J DEFGRID3
* xyz 1 1
H 1.81 0.83 -1.20
N 1.26 -1.06 0.61
H 0.86 -1.97 0.92
H -2.60 1.11 1.04
O 2.25 -1.02 -0.30
H 3.54 0.19 -1.13
N -1.12 -0.52 0.83
O -0.35 -0.27 -1.22
H 2.64 0.73 0.42
H -3.22 -0.58 0.54
C -2.38 0.11 0.44
H -2.35 0.30 -0.59
N -0.27 -0.70 -0.13
H -0.88 -0.91 1.75
C 2.62 0.34 -0.58
*
```

Computed properties:
molecular weight	106.10	g mol⁻¹
SMILES string	CN[N+](=O)NOC

Partial charges, natural (NBO), in e: 0.21 -0.13 0.38 0.26 -0.27 0.24 -0.31 -0.24 0.21 0.25 -0.47 0.25 0.45 0.44 -0.27



(b)
Density functional theory data (ωB97M-V with the def2-TZVPD basis set) for a cluster of 2 separate species, C2H8N3O2 in total.

Structure (ORCA input):
```
! RIJCOSX wB97M-V def2-TZVPD def2/J DEFGRID3
* xyz 1 1
N -0.20 0.92 0.52
C 3.06 -0.90 0.06
H 4.09 -0.78 -0.38
N 1.71 1.01 -0.45
H -2.69 -1.20 0.16
O -2.41 0.82 -0.01
H -0.40 1.88 0.94
N -1.14 0.32 0.08
H 3.16 -0.62 1.12
H -3.92 -0.03 0.85
H 2.64 -1.90 -0.02
C -3.34 -0.27 0.04
H -4.04 -0.27 -0.80
H 1.32 1.16 -1.34
O 2.15 -0.14 -0.78
*
```

Computed properties:
molecular weight	106.10	g mol⁻¹

Partial charges, natural (NBO), in e: -0.31 -0.30 0.25 0.11 0.21 -0.32 0.36 0.18 0.24 0.20 0.24 -0.26 0.22 0.36 -0.17



(a) has the most favorable energy; the next structure is 25.0 kcal/mol above.



(a)
Density functional theory data (ωB97M-V with the def2-TZVPD basis set) for a cluster of 10 separate species, H20O10 in total.

Structure (ORCA input):
```
! RIJCOSX wB97M-V def2-TZVPD def2/J DEFGRID3
* xyz 0 1
O -7.47 -16.47 22.93
H -10.13 -15.79 24.35
H -7.93 -18.91 25.56
H -9.21 -20.41 23.08
O -10.25 -20.56 27.01
H -7.80 -20.90 23.17
H -11.29 -17.58 26.03
H -8.64 -16.68 26.74
O -8.61 -21.10 22.82
H -5.82 -18.92 24.15
H -9.08 -18.38 25.19
H -10.85 -20.93 27.63
H -6.62 -16.61 22.72
H -10.18 -18.13 22.43
H -5.36 -20.85 24.78
O -5.39 -18.64 23.30
O -10.87 -16.41 24.48
O -8.68 -16.16 27.51
O -6.07 -20.39 25.36
H -7.88 -17.05 23.50
H -10.85 -19.09 23.34
O -11.22 -17.96 26.96
H -9.58 -15.98 27.62
O -8.30 -17.99 25.30
O -10.02 -18.75 23.10
H -6.69 -21.13 25.56
H -9.91 -19.69 27.40
H -12.09 -18.38 26.81
H -10.49 -17.12 23.82
H -5.47 -19.32 22.66
*
```

Computed properties:
molecular weight	180.15	g mol⁻¹
SMILES string	O.O.O.O.O.O.O.O.O.O

Partial charges, natural (NBO), in e: -0.97 0.49 0.48 0.48 -0.97 0.45 0.49 0.48 -0.94 0.50 0.46 0.47 0.48 0.49 0.49 -0.97 -0.97 -0.95 -0.97 0.48 0.48 -0.96 0.46 -0.93 -0.93 0.49 0.50 0.46 0.46 0.46



(b)
Density functional theory data (ωB97M-V with the def2-TZVPD basis set) for a structure of composition H20O10.

Structure (ORCA input):
```
! RIJCOSX wB97M-V def2-TZVPD def2/J DEFGRID3
* xyz 0 1
O 1.06 -1.98 -1.04
H -0.40 0.31 0.58
H -2.82 0.32 -0.47
H -1.15 1.79 0.11
O -0.04 0.12 -0.29
O 2.16 -0.40 -1.00
H 0.32 -1.80 -1.80
H 0.67 1.61 3.36
H 0.67 2.10 -1.45
H -0.87 3.25 -0.18
H 0.57 -2.16 0.36
H -0.97 1.65 1.70
O -0.50 -2.03 -2.22
H -3.15 1.30 0.63
H -0.68 -2.93 -1.93
H 0.64 -2.94 1.65
H -0.33 -0.77 -0.47
O -1.16 2.66 0.51
O 1.08 1.24 -1.54
O 1.08 1.57 2.50
O 0.02 -2.58 1.02
H 0.69 0.80 2.08
H 1.60 -2.76 -1.12
H 1.44 0.18 -1.25
H 1.69 -1.27 -0.90
O -2.44 0.76 0.29
H 0.48 0.63 -1.09
H 2.85 0.19 -0.71
O -0.85 0.71 1.53
H -1.68 0.43 1.15
*
```

Computed properties:
molecular weight	180.15	g mol⁻¹

Partial charges, natural (NBO), in e: -0.90 0.45 0.52 0.49 -0.95 -0.86 0.43 0.46 0.47 0.48 0.46 0.52 -1.04 0.51 0.44 0.46 0.50 -0.98 -0.98 -0.96 -0.99 0.48 0.48 0.46 0.44 -0.89 0.43 0.50 -0.93 0.48



(a) has the most favorable energy; the next structure is 291.2 kcal/mol above.